This record from OMol25 describes C5H2N2O3 in the gas phase in a non-equilibrium geometry. The level of theory is the ωB97M-V functional and the def2-TZVPD basis.

Results
SMILES string: N#C[C@H]1C(=O)NC(=O)C1=O
Energy relative to the best compared isomer or geometry (same formula, charge and spin), kcal per mole: 0.0
Total energy, eV: -14339.588
LUMO energy, eV: -1.3
Kohn-Sham gap, hartree: 0.357

Cartesian coordinates (Å):
O 0.66558 2.72532 -0.13071
O 0.70606 -1.63071 -1.54131
O -0.97525 1.25552 1.78033
N 0.92087 0.59095 -1.06107
N -2.36342 -2.10166 0.55293
C -0.35437 0.76129 0.87820
C -0.19417 -0.69188 0.54048
C 0.45276 1.54195 -0.14907
C 0.51100 -0.71302 -0.80581
C -1.38492 -1.50476 0.58877
H 1.45078 0.86852 -1.90712
H 0.56508 -1.10152 1.25438

This record from OMol25 describes a molecular structure, C30H45NO2P2S2V in a non-equilibrium geometry. The level of theory is the ωB97M-V functional and the def2-TZVPD basis.

Results
Multiplicity: 3
Total charge: +1
Total energy, eV: -103348.617
LUMO energy (alpha / beta), eV: -4.1 / -4.0
Kohn-Sham gap (alpha / beta), hartree: 0.194 / 0.197

Cartesian coordinates (Å):
V -0.90240 0.25231 -1.58272
S -1.75982 1.29912 0.28282
S 1.41360 3.24708 2.10536
P 3.80733 1.25477 -0.23566
P -2.60195 -1.43231 -1.76454
O 1.97455 4.55186 1.86128
O 2.34005 2.18483 2.47906
N 0.43190 2.74244 0.86639
C -1.58673 1.41971 -2.82717
C -2.19332 2.77226 4.76981
C 0.93395 -0.43225 3.74102
C 0.45767 -0.78893 -2.28376
C -0.90783 -2.71330 1.44117
C -1.05312 3.35573 5.34740
C -2.09593 -1.20909 3.16035
C -1.06973 2.68638 2.63700
C 2.73340 -1.92385 1.68470
C -1.16357 -0.69858 -4.28798
C -0.41987 2.06215 -3.50021
C 0.43906 -1.31594 2.67001
C 1.03774 1.62078 -3.16506
C 4.69699 0.29697 -1.51281
C -0.75864 2.30663 1.26277
C 1.26393 -2.03340 1.75887
C 0.06193 3.25465 3.23421
C 3.97821 2.96417 -0.88249
C 0.10017 3.57785 4.58458
C -2.09977 -3.44280 0.96780
C -2.03062 -0.03167 -3.21277
C 1.34660 0.47011 -2.16715
C -0.90747 -1.69878 2.43423
C 0.87651 -3.90264 0.01080
C 0.43337 -2.91607 1.01682
C -4.29847 -0.94115 -1.35292
C 1.88854 0.91003 -0.75996
C 0.17074 -1.21760 -3.71961
C -2.20066 2.41952 3.41794
C -2.78654 -2.96223 -2.73142
H -1.94116 -0.18525 3.51940
H 1.47223 -1.00727 4.51406
H 3.87713 3.65071 -0.02890
H -1.82657 -3.49597 -2.77996
H 3.12743 -2.54120 0.86939
H 0.17839 -2.31863 -3.76418
H -2.72094 -3.77699 1.81316
H 1.58848 2.51570 -2.83745
H 0.79344 -3.50999 -1.01443
H -0.97794 0.01975 -5.09937
H 4.06007 -0.46998 -1.96789
H 0.82164 -1.60364 -1.65058
H -2.97817 -1.20996 2.50633
H -2.32637 -1.84348 4.03226
H -1.81351 -4.32851 0.38956
H 4.98295 3.05484 -1.31728
H -2.41847 2.09554 -2.62415
H 1.01406 4.00027 4.99983
H -4.72910 -0.34816 -2.16975
H -3.14905 -2.76224 -3.74956
H 1.52018 1.34692 -4.12017
H 3.21424 3.21133 -1.63057
H 0.26738 -4.81452 0.07070
H 3.20634 -2.26294 2.62039
H 1.45472 1.89276 -0.50989
H -1.06428 3.63751 6.39991
H -3.50593 -3.60528 -2.20412
H 5.12433 0.96757 -2.26761
H -1.71551 -1.53701 -4.73506
H 2.28788 0.07310 -2.59322
H 1.62144 0.32802 3.34651
H 0.99780 -0.91675 -4.38176
H -2.72979 -2.79913 0.32698
H -4.28322 -0.34355 -0.43142
H -4.88279 -1.85784 -1.19013
H 0.10357 0.08974 4.23070
H -0.48768 3.14432 -3.27649
H -0.55264 2.00944 -4.59388
H -3.06969 1.96753 2.93691
H 1.92256 -4.18271 0.18029
H -3.08559 0.02697 -3.52563
H 3.04715 -0.88087 1.51796
H -3.08110 2.59583 5.37956
H 5.50973 -0.20182 -0.96057
H 1.59659 0.18706 0.02196

This record from OMol25 describes 13 unconnected molecules or ions with the total composition C62H163N13O18 in a non-equilibrium geometry. The level of theory is the ωB97M-V functional and the def2-TZVPD basis.

Results
Energy relative to the best compared isomer or geometry (same formula, charge and spin), kcal per mole: 33.0
Total energy, eV: -123149.355
LUMO energy, eV: 0.6
Kohn-Sham gap, hartree: 0.333

Cartesian coordinates (Å):
O 1.46195 -1.21551 -4.72849
O 5.08521 1.14395 6.42862
O 2.36767 -2.43766 2.64085
O -5.68932 -6.79810 -4.38194
O 0.33357 3.91474 -3.86150
O 0.32690 -0.71704 -0.88556
O -4.30364 3.30378 -4.76306
O -1.57792 1.15332 2.31740
O 5.44554 2.93955 2.99534
O 6.65652 -2.23604 -0.99880
O 3.92485 2.44605 -3.58042
O 1.58852 -4.52787 -0.27701
O 5.78533 5.51633 0.43277
O -3.73483 -3.04822 4.02063
O -0.63333 5.52526 2.65986
O 1.41038 7.68070 -0.26550
O -7.31589 0.34599 5.24192
O -3.44367 -6.48240 -0.45015
N 1.73601 6.82021 -3.78581
N 0.05064 -1.39325 4.61854
N -5.72559 -3.20184 -4.92263
N 4.24055 -0.97744 4.59927
N -4.68109 1.48861 -1.60416
N -1.11098 -5.15659 0.93404
N -5.22391 -0.63238 3.56505
N -1.68825 -0.73812 -6.71454
N 5.73064 3.53685 -1.74300
N 2.65300 3.96872 3.06882
N -3.15882 -1.14166 -0.02609
N 4.94841 0.03235 -0.94627
N -4.14683 -4.32723 1.26761
C -0.51634 -0.41509 -5.82792
C 0.76461 6.26560 -4.75503
C 6.99588 -3.48956 -0.63177
C -4.93390 0.71706 -3.92787
C 2.05421 -2.24819 -3.88722
C 0.56965 0.92536 4.53041
C 4.40095 4.13782 -1.98994
C 0.23848 -1.63339 -5.29839
C 6.77612 4.55153 -1.45678
C 1.99629 7.91550 -1.52900
C 6.84796 4.73588 0.01125
C 1.20893 0.46112 -0.92792
C -2.70035 1.69226 3.06674
C -1.78101 5.18719 1.87619
C 6.45930 -0.03601 -2.96336
C 3.31870 -3.03265 3.44984
C 1.74978 5.10543 2.96206
C -5.02117 -4.50835 -4.75430
C 1.35841 -5.58056 0.62815
C -3.50812 -7.38209 -1.57411
C -4.56694 -2.52017 5.01296
C 3.44169 3.77413 1.89974
C 0.39265 4.58355 2.49705
C -4.24220 1.69720 -2.99923
C -2.69718 -3.92755 4.51519
C 0.20449 -5.18274 1.55218
C -1.05548 0.43165 -4.67758
C 1.84949 8.63539 0.72303
C -6.33791 0.22655 3.07703
C -6.74877 1.16011 4.19046
C 5.94144 6.02804 1.78926
C -1.79863 -1.63502 -0.36828
C -1.04320 3.97332 -3.53242
C -4.75003 -5.65566 1.49085
C -1.03032 -0.36870 -0.60851
C 1.23844 6.92953 -2.42715
C 4.36359 -1.17064 6.02538
C 6.62103 2.03147 3.06084
C 5.33040 -0.68735 -2.16364
C -1.86842 -2.57501 -1.52427
C 0.29593 -6.10260 2.73446
C 4.30846 2.30938 6.08789
C -5.68378 -1.82381 4.30425
C 5.56227 -2.13265 -1.87422
C -6.13846 -5.46545 -4.48753
C -4.50402 3.16594 -3.39640
C -4.65988 4.58809 -5.23670
C -1.03785 -0.06691 2.81236
C -6.12245 -5.54095 2.05265
C -7.45182 1.13757 6.40206
C 3.01937 1.56928 -4.16310
C 2.66636 -4.84987 -1.20131
C 4.47786 2.66912 2.02936
C 3.48728 3.01547 -2.35071
C -0.51572 -0.10003 4.25313
C -4.76997 -6.38595 0.14798
C 4.55016 -2.18754 3.84563
C 2.79867 -2.16726 1.38205
C 4.19498 0.06901 6.82917
C -6.53991 -7.87564 -4.11332
C 0.81119 4.77257 -4.93524
C -3.86757 -4.53073 -3.74876
H 0.40030 -4.16631 1.77210
H 0.18301 3.68143 3.05004
H -4.59347 0.77222 -4.99081
H -5.59108 3.47256 -3.20534
H -6.12275 -4.76788 2.86002
H -4.96475 -3.32873 5.62944
H -4.68589 -4.78881 -5.83344
H -4.26799 -4.42906 -2.74216
H -2.05578 -3.36131 5.17365
H -6.29406 -2.91280 -4.12945
H 3.05030 7.87019 -1.51100
H -3.54873 0.96624 2.97721
H -0.34721 -2.16375 -4.54080
H -1.07294 0.30204 0.23972
H 7.12131 2.06911 2.03574
H -4.29756 -3.72009 2.07921
H -7.21419 -7.93923 -4.96157
H -2.21334 6.06749 1.48451
H 0.50921 4.42720 1.40266
H -3.97137 0.77745 -1.30486
H 0.81691 -1.71262 4.06518
H 6.80073 6.76617 1.80372
H 7.36631 0.24758 -2.36006
H -3.09664 -0.61656 0.87167
H 3.98953 4.67448 -1.13035
H 1.00468 6.70481 -5.71542
H 2.21014 -5.78744 1.21859
H 4.38299 4.94012 -2.72748
H 2.45542 3.34363 -2.53687
H -1.58702 1.36464 -4.96196
H 3.69671 -3.92864 2.94273
H -3.02067 2.59246 2.55647
H -5.97173 0.92148 2.25488
H 1.87390 -2.05234 -2.84988
H 1.65668 5.55686 3.93721
H 5.89741 3.05745 -2.64633
H 2.70790 -3.36590 4.28624
H -6.52359 1.46179 6.89301
H -5.53095 0.93689 -1.45215
H 1.74916 -3.21309 -4.21340
H 5.13413 -2.85457 4.45526
H -3.08277 -3.79020 -3.94216
H 7.17902 2.41117 3.93011
H 4.96566 2.51758 1.08345
H -1.50612 4.49199 1.09041
H 3.64679 -4.92517 -0.65985
H -2.09509 0.20466 -7.03262
H -1.30719 -2.13243 0.46493
H 6.75633 -0.74370 -3.68488
H 0.84161 -5.77235 3.59668
H 1.71037 8.88869 -1.80667
H 3.54518 -2.88071 1.04167
H -3.41875 -5.54824 -3.72065
H -6.47717 -6.49195 2.41059
H 4.68772 -2.58749 -1.38676
H -6.79852 -5.36304 -5.35208
H 5.78665 -2.78463 -2.75952
H -4.07655 5.38402 -4.80166
H 1.23869 5.89777 -1.99494
H 5.09315 6.57184 2.08817
H 2.71982 -4.04696 -1.95953
H 1.14985 8.55943 1.53093
H 1.86383 4.50820 -5.11246
H 6.38335 0.99173 3.29088
H -3.12543 -4.45017 1.13622
H -1.40858 0.30270 -1.40295
H 0.26823 4.46848 -5.84365
H 1.02608 -6.50773 0.10560
H -2.43011 1.81233 4.13234
H -4.70373 -0.30026 -3.49856
H 4.79093 -0.13071 4.33408
H -0.15028 0.66010 -4.03981
H 1.98583 -2.20750 0.73875
H -7.43367 1.93154 3.85659
H -0.68218 -6.36164 3.11638
H -1.96473 -4.09977 3.65378
H 3.16577 3.97297 3.90881
H -1.40495 4.83683 -2.99032
H 4.02732 4.63526 1.50230
H 0.24017 1.92502 4.36268
H -1.22174 -1.06738 -7.56530
H -6.83680 -5.16270 1.32374
H -6.99420 -7.67828 -3.15535
H -1.35829 -0.04676 4.94755
H -6.81662 -5.18373 -3.56813
H 4.44659 -0.71997 -2.79079
H 7.71002 4.13642 -1.92147
H 0.70396 -7.08364 2.43224
H 7.18253 -4.27187 -1.40233
H -4.34076 -7.01053 -2.24657
H -1.75861 -0.24201 -4.18026
H -0.67461 -2.12058 4.56536
H 6.06756 5.21988 2.47425
H 1.98404 1.99909 -4.24036
H 2.10771 5.92211 2.34594
H 0.36914 -2.42565 -6.10524
H -4.57631 4.49944 -6.33680
H -1.41683 -5.97347 0.38833
H 1.21323 1.05341 0.04968
H 4.92827 3.00746 5.46727
H -1.76371 -0.88816 2.62768
H 3.44253 1.95607 5.44467
H 3.83749 1.75247 2.27939
H -5.39842 -5.87098 -0.58612
H 2.78552 0.70282 -3.61313
H -1.26505 3.13805 -2.87753
H 3.41194 1.21454 -5.10907
H 6.82469 3.74843 0.44652
H 2.07411 7.70134 -4.15959
H 6.57700 5.47260 -2.07678
H 1.44781 0.83052 3.85188
H -8.04379 2.05951 6.27165
H -0.84954 -2.92516 -1.67278
H -1.12889 -4.44713 0.21482
H -6.43497 -1.63638 5.02262
H 5.04193 -1.87097 2.93992
H 1.01239 0.88452 5.51988
H -5.74327 4.78989 -5.02885
H -2.52962 -3.44894 -1.43252
H 7.95060 -3.56483 -0.09282
H 4.34181 -0.24537 7.91657
H 0.82858 1.18822 -1.68398
H 2.15156 0.14583 -1.12680
H -2.57529 -7.40803 -2.06138
H 3.96291 2.84446 6.95459
H -7.13265 -0.33798 2.55639
H 2.95755 8.60859 1.01164
H -4.15712 -6.24973 2.13853
H -6.05168 -2.54802 3.51464
H -0.24337 6.55082 -4.47058
H -2.17956 -2.07700 -2.47321
H 6.29122 -3.89550 0.05986
H -3.99787 3.99542 -2.84612
H 0.13914 7.29269 -2.46974
H -4.05737 -1.73166 5.60692
H 5.36601 -0.30999 -0.08010
H 2.81074 3.46310 1.07402
H 3.56220 2.22613 -1.57885
H 2.56945 -5.80425 -1.71943
H 1.76572 9.66810 0.31586
H -5.82170 1.67616 4.54228
H -3.15087 1.48298 -3.05584
H -5.05672 -7.44317 0.29444
H -6.06667 0.94140 -3.94165
H -0.21132 -0.29908 2.12968
H 3.33857 -1.24949 1.19288
H -4.84817 -1.05037 2.72119
H -5.87574 -8.65092 -4.02962
H -1.66895 3.81615 -4.40907
H -3.07565 -4.88648 5.00109
H -3.67645 -8.40938 -1.25204
H 5.18759 -1.84685 6.29562
H -5.10561 -2.41767 -5.09598
H 3.15496 -2.13807 -3.99991
H -3.74618 -1.92512 0.14870
H 3.18346 0.38564 6.71816
H 7.88484 5.17326 0.23846
H 0.17114 0.17551 -6.39018
H -7.88882 0.44645 7.16810
H 6.06574 0.81358 -3.52606
H 5.10710 1.01980 -0.97614
H 3.55402 -1.78870 6.41044
H -2.53037 4.66723 2.39934

This record from OMol25 describes a molecular structure, C30H75CdK2N5O4S in a non-equilibrium geometry. The level of theory is the ωB97M-V functional and the def2-TZVPD basis.

Results
Energy relative to the best compared isomer or geometry (same formula, charge and spin), kcal per mole: 15.1
Total charge: +2
Total energy, eV: -96006.427
LUMO energy, eV: -6.5
Kohn-Sham gap, hartree: 0.239

Cartesian coordinates (Å):
Cd -4.54296 -1.02509 -17.71882
K 0.79114 -1.47369 -20.36066
K 0.55862 1.94356 -18.08428
S -2.10578 -0.13202 -17.78819
O -1.15452 -0.69574 -18.74771
O -3.32497 0.28768 -18.54919
O -1.62491 1.01427 -17.03526
O -2.72814 -1.15810 -16.90105
N -1.01889 3.77044 -19.54078
N -5.69729 0.33191 -16.41312
N -0.98005 -1.24622 -22.74179
N 0.75984 -3.71741 -18.73542
N 2.34643 3.02735 -15.78770
C -1.19050 -2.59931 -23.26713
C -0.14474 3.90950 -20.71533
C -7.13568 -0.03513 -16.29134
C 1.94989 4.07755 -14.84647
C 4.84235 3.48172 -16.05715
C -5.01822 0.17101 -15.10245
C 0.35159 0.84930 -23.12798
C -2.13191 4.76775 -17.57432
C -5.56691 1.73435 -16.88946
C 1.36387 5.28681 -15.58494
C -3.24254 3.43563 -20.69572
C -5.05011 -1.23496 -14.53754
C 0.43329 -3.34603 -17.33403
C -1.36387 5.02021 -18.86650
C 1.39287 1.06878 -14.57357
C -2.21235 -0.47866 -22.63231
C -3.21867 -1.05833 -21.64864
C -1.57349 -4.00345 -19.55395
C 1.18404 4.59935 -20.40213
C -8.01895 0.82093 -15.37753
C -6.09725 1.93203 -18.29954
C -0.22218 -4.66738 -19.30411
C -0.00167 -3.56603 -23.11949
C 2.78236 -4.12885 -20.08929
C -0.02541 -0.55941 -23.62850
C 3.44831 3.38836 -16.69991
C 2.64327 1.75784 -15.09875
C 2.08399 -4.40342 -18.75359
C -2.16477 2.89017 -19.74944
C 1.31951 -2.17898 -16.89630
H -4.50986 2.01097 -16.86996
H -3.97374 0.46923 -15.21467
H -1.92303 5.72161 -19.50029
H -0.59700 -3.00053 -17.38081
H 0.95440 6.01691 -14.88464
H -1.58456 -3.06172 -20.11709
H -0.65971 4.51628 -21.47507
H -5.44702 0.88224 -14.39067
H 0.56224 1.09710 -15.28523
H -8.14345 1.84064 -15.73775
H -0.48164 1.53858 -23.22109
H 2.99095 -3.06511 -20.23143
H -7.17522 1.79320 -18.39489
H 1.58614 0.01190 -14.38882
H 2.77217 4.36170 -14.18290
H 1.92372 -5.48231 -18.66316
H 3.36659 1.89649 -14.28616
H 0.70833 -3.30126 -23.90573
H 5.57751 3.71185 -16.82700
H 5.14267 2.57245 -15.54303
H 2.12002 5.80778 -16.17011
H -2.66988 -0.28158 -23.61469
H -3.97486 2.62768 -20.79993
H 1.87806 4.39325 -21.21493
H 0.70444 0.86345 -22.08629
H 0.90414 -1.11812 -23.73140
H 0.86463 -1.68922 -16.03053
H -5.93753 2.97073 -18.59235
H -2.25881 -4.67810 -20.07267
H 0.52970 -3.49372 -22.16642
H 3.18081 1.10462 -15.79483
H -5.62235 1.27823 -19.03217
H -3.56059 -2.06394 -21.90446
H -6.02188 2.42403 -16.17508
H 1.10818 3.62515 -14.32054
H 1.10794 5.67411 -20.25170
H -2.05859 5.59724 -16.86872
H -4.42962 -1.31592 -13.64648
H -1.39260 -2.52774 -24.34688
H -7.59099 0.88421 -14.37459
H -7.21714 -1.08593 -16.01657
H -0.25208 -4.61108 -23.28438
H -0.49493 -0.48866 -24.61976
H -4.58011 -1.95045 -15.22865
H -6.03715 -1.63209 -14.31103
H -2.85555 3.63116 -21.69664
H 0.16762 -5.03053 -20.25509
H -2.78718 -1.11268 -20.64953
H -4.10906 -0.42786 -21.63009
H -1.87344 1.90152 -20.12409
H 1.21506 1.22883 -23.67611
H 2.33265 -2.45053 -16.60807
H -7.61814 -0.00348 -17.27022
H -3.77502 4.31609 -20.34021
H -2.65194 2.62813 -18.81338
H 3.68964 -4.71617 -20.20617
H 1.59423 4.22614 -19.45749
H 2.71515 -4.07246 -17.93407
H -2.08829 -3.74277 -18.62414
H 1.06526 1.55150 -13.65462
H -3.20106 4.59833 -17.71699
H 4.83560 4.29931 -15.33503
H 3.20016 4.31469 -17.21514
H 0.51931 4.98179 -16.20633
H -2.08217 -3.05081 -22.83394
H 0.00666 2.94959 -21.21230
H -9.00020 0.36327 -15.27915
H -2.01539 0.52728 -22.25642
H -0.45658 5.56309 -18.59340
H 2.09228 -4.38043 -20.89773
H 3.47874 2.61900 -17.48327
H -0.32634 -5.53816 -18.64649
H 1.35944 -1.38590 -17.65361
H 0.54705 -4.22376 -16.69069
H -1.74155 3.89859 -17.03674

This record from OMol25 describes C3H5N3 in the gas phase in a non-equilibrium geometry. The level of theory is the ωB97M-V functional and the def2-TZVPD basis.

Results
SMILES string: [H]/N=N/N=C1CC1
Energy relative to the best compared isomer or geometry (same formula, charge and spin), kcal per mole: 164.6
Total energy, eV: -7655.319
LUMO energy (alpha / beta), eV: -0.3 / -0.3
Kohn-Sham gap (alpha / beta), hartree: 0.271 / 0.271

Cartesian coordinates (Å):
N -0.74919 1.04797 0.59822
N -2.97928 0.63200 0.18442
N -1.80605 0.85945 0.20082
C 1.71398 -0.25801 0.52954
C 0.77645 0.65906 -0.14877
C 0.86865 -0.75211 -0.61157
H 1.31427 -0.89125 -1.58872
H 0.10028 -1.48179 -0.38880
H -3.51460 0.86418 -0.64574
H 2.75998 -0.02990 0.35518
H 1.51550 -0.64961 1.51542